[1]
Below is C5H8N2 in the gas phase at a distorted geometry, with properties calculated with ωB97M-V/def2-TZVPD.

XYZ file:
```
15
Properties=species:S:1:pos:R:3:forces:R:3
C 1.69753 -0.66744 -0.72425 0.03 -0.18 -0.39
C 0.56370 0.12213 1.22714 -0.14 0.42 0.41
N 0.75815 0.37769 -0.27669 0.52 -0.01 0.20
C -0.61233 0.29579 0.35093 -0.08 -0.11 0.02
C -1.58580 -0.79580 -0.02320 0.05 -0.08 -0.01
C -1.22745 1.62632 0.41879 -0.41 0.97 0.18
N -1.68859 2.66122 0.66587 0.42 -0.99 -0.44
H 2.48706 -0.71918 0.03391 -0.19 0.03 -0.36
H 1.21912 -1.64540 -0.75001 -0.08 0.18 -0.09
H 2.12022 -0.40723 -1.69568 -0.16 -0.08 -0.15
H 0.84020 1.05656 1.71332 -0.30 0.05 0.27
H 0.93715 1.30561 -0.66357 0.12 -0.22 0.30
H -1.05928 -1.72501 -0.24722 -0.01 0.10 0.08
H -2.23191 -0.97416 0.84140 0.09 0.00 -0.11
H -2.21778 -0.51110 -0.87074 0.16 -0.05 0.08
```
Forces are in eV/Å.

Computed properties:
Orbital gap, eV: 8.65
HOMO level, eV: -8.0
Energy above the lowest of the compared OMol25 structures with the same formula, charge and spin, eV: 4.188
Spin multiplicity: 1

[2]
Below is C5H8N2 in the gas phase at a distorted geometry, with properties calculated with ωB97M-V/def2-TZVPD.

XYZ file:
```
15
Properties=species:S:1:pos:R:3:forces:R:3
C 1.99651 0.51098 0.39133 -4.69 -5.61 -4.54
N 1.98043 -0.88765 0.15326 2.12 3.74 2.35
N 0.79003 -1.37235 -0.32042 -0.74 3.62 0.57
C -0.13429 -0.28022 -0.06674 0.84 1.41 -1.29
C 0.61582 0.97801 -0.42244 2.14 -0.38 0.19
C -1.49568 -0.24768 -0.45540 -2.47 1.15 -6.14
C -1.29699 -0.13635 0.91523 0.62 1.94 5.30
H 2.83238 1.11732 0.57814 1.24 0.04 0.33
H 0.40468 -2.23250 -0.00723 0.87 -1.13 0.65
H 0.80139 1.08634 -1.63629 -0.28 -0.29 3.08
H 0.02754 1.82774 -0.03176 0.75 -0.15 -0.29
H -1.93052 -0.95868 -1.11476 -0.57 -1.61 0.53
H -1.65796 0.65027 -1.10375 -0.30 -0.16 1.20
H -1.52978 0.89273 1.49274 0.84 -2.32 -1.55
H -1.40355 -0.94797 1.62810 -0.37 -0.25 -0.39
```
Forces are in eV/Å.

Computed properties:
Orbital gap, eV: 9.43
HOMO level, eV: -8.5
Energy above the lowest of the compared OMol25 structures with the same formula, charge and spin, eV: 4.914
SMILES: C1=NNC2(C1)CC2
Spin multiplicity: 1

[3]
Below is C5H8N2 in the gas phase, with properties calculated with ωB97M-V/def2-TZVPD.

XYZ file:
```
15
Properties=species:S:1:pos:R:3:forces:R:3
C -0.50543 -1.88519 1.27918 -0.02 -0.01 -0.01
C -0.14854 -0.72480 0.40275 -0.15 0.27 -0.13
C -0.22927 0.60626 0.58309 -0.05 -0.18 0.01
C 0.24945 1.30554 -0.59884 0.19 -0.02 -0.16
N 0.12391 2.70909 -0.73375 0.17 0.01 0.04
C 0.76762 0.49703 -1.56904 0.15 0.31 0.42
N 0.34652 -0.88541 -0.95000 0.21 -0.09 -0.11
H 0.34132 -2.55955 1.46453 -0.09 0.16 -0.10
H -0.84323 -1.51754 2.25347 0.07 -0.02 -0.20
H -1.31812 -2.48816 0.85601 0.11 0.09 0.02
H -0.61585 1.08666 1.47774 0.04 -0.11 -0.14
H 0.60465 3.00294 -1.57765 -0.09 0.02 0.09
H 0.51998 3.20694 0.05508 -0.02 -0.01 -0.05
H -0.33613 -0.78090 -1.72804 -0.49 -0.69 0.29
H 0.96098 -1.67298 -1.14771 -0.04 0.27 0.04
```
Forces are in eV/Å.

Computed properties:
Orbital gap, eV: 8.19
HOMO level, eV: -7.5
Energy above the lowest of the compared OMol25 structures with the same formula, charge and spin, eV: 3.615
Spin multiplicity: 1

[4]
Below is C5H8N2 in the gas phase at a distorted geometry, with properties calculated with ωB97M-V/def2-TZVPD.

XYZ file:
```
15
Properties=species:S:1:pos:R:3:forces:R:3
C -0.67845 -0.02223 -0.56255 0.37 0.09 -0.09
C -2.18471 -0.08525 -0.35769 0.16 -0.06 0.06
C 1.91809 -0.38991 0.37515 0.86 1.34 0.06
C 0.88703 1.52269 0.19505 -0.39 -1.58 -0.44
N -0.15308 1.30575 -0.38536 0.03 0.30 0.17
C 0.10379 -0.90732 0.45752 -1.63 -0.59 0.79
N -0.25255 -1.68388 1.27557 0.57 0.59 -0.73
H -0.41193 -0.34470 -1.57556 -0.04 0.08 0.05
H 1.48503 2.40962 0.36482 0.17 -0.18 0.07
H -2.43963 0.23152 0.65259 0.02 -0.01 -0.02
H -2.68432 0.56027 -1.08003 0.04 -0.01 0.02
H -2.52841 -1.10895 -0.49170 0.03 0.02 0.01
H 2.13026 -1.40590 0.04320 -0.53 -0.12 0.08
H 2.54946 0.18074 -0.30907 0.24 0.23 0.03
H 2.25943 -0.26243 1.39804 0.10 -0.11 -0.06
```
Forces are in eV/Å.

Computed properties:
Orbital gap (spin up / spin down), eV: 7.79 / 7.80
HOMO level (spin up / spin down), eV: -8.1 / -8.1
Energy above the lowest of the compared OMol25 structures with the same formula, charge and spin, eV: 5.271
Spin multiplicity: 1

[5]
Below is C5H8N2 in the gas phase at a distorted geometry, with properties calculated with ωB97M-V/def2-TZVPD.

XYZ file:
```
15
Properties=species:S:1:pos:R:3:forces:R:3
C -1.02568 1.38849 0.03391 -0.04 0.03 -0.02
C -0.15090 0.17893 0.30159 -0.15 0.10 0.02
C -0.90499 -1.13194 0.34301 0.06 -0.06 0.04
N 1.05272 0.23025 -0.63037 0.21 0.08 -0.13
C 1.08471 0.49366 1.05660 -0.06 -0.25 0.00
C 1.80688 -0.81365 -1.04355 0.57 -0.70 -0.19
N 2.54444 -1.64678 -1.36960 -0.88 0.69 0.24
H -1.66761 1.53341 0.90859 0.05 -0.04 -0.13
H -1.65800 1.27804 -0.85392 0.07 -0.02 0.10
H -0.40169 2.28421 -0.04642 -0.11 -0.12 -0.01
H -1.62636 -1.22061 -0.47758 0.15 0.03 0.10
H -0.23620 -1.99780 0.32972 -0.03 0.15 0.00
H -1.46550 -1.15847 1.28436 0.09 -0.01 -0.14
H 1.13627 1.06202 -1.20475 0.08 -0.06 0.20
H 1.51190 -0.47975 1.36841 0.00 0.20 -0.09
```
Forces are in eV/Å.

Computed properties:
Orbital gap, eV: 8.97
HOMO level, eV: -8.4
Energy above the lowest of the compared OMol25 structures with the same formula, charge and spin, eV: 4.240
Spin multiplicity: 1

[6]
Below is C5H8N2 in the gas phase, with properties calculated with ωB97M-V/def2-TZVPD.

XYZ file:
```
15
Properties=species:S:1:pos:R:3:forces:R:3
C 1.96364 -1.18180 0.30607 0.08 -0.05 0.09
N 0.84049 -0.42969 -0.28466 0.19 -0.08 0.04
C 0.30392 0.69647 0.52169 -0.03 0.17 -0.20
C -1.07072 0.74118 0.13148 -0.06 0.00 -0.04
C -2.04130 1.68372 0.06880 0.05 0.00 0.08
C -1.31528 -0.63152 -0.33612 0.11 -0.24 -0.15
N -0.27285 -1.33470 -0.58496 -0.35 0.25 0.11
H 2.26570 -1.96792 -0.39042 -0.03 0.10 0.12
H 1.63100 -1.60190 1.25384 -0.02 0.08 -0.11
H 2.77989 -0.47729 0.47820 -0.11 -0.12 -0.01
H 0.95192 1.56686 0.48843 -0.06 -0.07 -0.02
H 1.14570 -0.13256 -1.21924 0.00 0.03 -0.01
H -1.83831 2.72221 0.30885 -0.06 -0.15 0.02
H -3.05136 1.42188 -0.23060 0.16 0.00 0.09
H -2.29244 -1.07494 -0.51135 0.12 0.08 0.00
```
Forces are in eV/Å.

Computed properties:
Orbital gap, eV: 7.25
HOMO level, eV: -6.5
Energy above the lowest of the compared OMol25 structures with the same formula, charge and spin, eV: 3.915
Spin multiplicity: 1

[7]
Below is C5H8N2 in the gas phase, with properties calculated with ωB97M-V/def2-TZVPD.

XYZ file:
```
15
Properties=species:S:1:pos:R:3:forces:R:3
C 2.62582 0.40135 0.23042 -0.42 0.09 0.42
N 1.02714 -0.14148 -0.41361 0.12 0.02 0.06
C 0.47474 -1.31415 0.16412 -0.04 -0.03 0.08
C -0.83479 -1.12594 0.40538 0.17 -0.01 -0.01
C -1.18846 0.20698 -0.07050 0.30 0.01 -0.09
N -2.45737 0.76129 0.07648 0.01 0.00 -0.14
C -0.06364 0.76792 -0.57292 -0.08 0.11 0.05
H 1.61619 -0.28796 -1.22561 -0.33 -0.20 -0.31
H 2.31683 1.42950 0.50033 0.05 -0.20 -0.03
H 2.59457 -0.14554 1.19118 -0.03 0.12 -0.12
H 1.11879 -2.15825 0.36568 -0.07 0.13 -0.03
H -1.51439 -1.81867 0.88944 0.18 0.10 -0.09
H -3.21131 0.09777 -0.04534 0.12 0.07 0.06
H -2.61347 1.58534 -0.48842 0.02 -0.08 0.09
H 0.10934 1.74183 -1.00662 0.00 -0.13 0.06
```
Forces are in eV/Å.

Computed properties:
Orbital gap, eV: 8.29
HOMO level, eV: -7.5
Energy above the lowest of the compared OMol25 structures with the same formula, charge and spin, eV: 4.434
Spin multiplicity: 1

[8]
Below is C5H8N2 in the gas phase, with properties calculated with ωB97M-V/def2-TZVPD.

XYZ file:
```
15
Properties=species:S:1:pos:R:3:forces:R:3
C 1.47984 0.65597 -1.00669 0.06 0.01 -0.06
N 0.39613 0.42636 -0.07430 -0.09 -0.15 0.07
C 0.17248 1.12480 1.08690 0.02 0.02 0.01
C -0.83176 0.50170 1.78184 0.06 0.01 0.01
C -1.25233 -0.61535 1.00738 -0.03 -0.02 -0.06
C -0.47846 -0.63174 -0.12932 0.00 0.15 0.09
N -0.43878 -1.50078 -1.24458 -0.22 -0.06 0.02
H 1.67570 -0.28476 -1.52648 0.02 0.20 0.04
H 1.23548 1.43071 -1.74311 0.01 -0.13 0.12
H 2.37332 0.96127 -0.45423 -0.13 -0.05 -0.11
H 0.75043 2.01196 1.30400 -0.07 -0.13 0.04
H -1.22144 0.80503 2.74320 0.03 0.00 -0.14
H -2.04451 -1.31659 1.23936 0.14 0.12 -0.04
H -0.78746 -2.41734 -0.98945 0.09 0.09 -0.01
H -1.02865 -1.15125 -1.99451 0.12 -0.07 0.02
```
Forces are in eV/Å.

Computed properties:
Orbital gap, eV: 8.76
HOMO level, eV: -7.8
Energy above the lowest of the compared OMol25 structures with the same formula, charge and spin, eV: 0.348
SMILES: Cn1cccc1N
Spin multiplicity: 1

[9]
Below is C5H8N2 in the gas phase at a distorted geometry, with properties calculated with ωB97M-V/def2-TZVPD.

XYZ file:
```
15
Properties=species:S:1:pos:R:3:forces:R:3
C 1.14046 -1.19788 -1.25095 0.05 0.03 0.01
C 0.07629 -0.69467 -0.31151 -0.09 -0.03 -0.15
C 0.22509 -0.75750 1.16054 -0.04 -0.21 0.19
N 0.42487 0.49950 0.45339 0.01 0.16 0.08
C -0.55130 1.55889 0.72177 -0.10 0.09 0.12
C -1.57904 1.70853 -0.32541 -0.50 -0.13 -0.76
N -2.36198 1.75297 -1.17582 0.73 0.03 0.86
H 2.12260 -1.00925 -0.80849 -0.08 -0.07 -0.10
H 1.08594 -0.67175 -2.20970 0.02 -0.08 0.13
H 1.03511 -2.27273 -1.43932 -0.03 0.19 0.06
H -0.94755 -0.76418 -0.68393 0.14 0.08 0.10
H -0.70230 -0.85995 1.72706 0.20 0.01 -0.01
H 1.10979 -1.18127 1.63638 -0.18 0.04 -0.18
H -1.06591 1.37991 1.67705 0.04 0.07 -0.22
H -0.01207 2.50938 0.82893 -0.17 -0.18 -0.12
```
Forces are in eV/Å.

Computed properties:
Orbital gap, eV: 10.64
HOMO level, eV: -9.7
Energy above the lowest of the compared OMol25 structures with the same formula, charge and spin, eV: 1.769
SMILES: C[C@H]1CN1CC#N
Spin multiplicity: 1

no.,molecular weight (g/mol)
1,96.13
2,96.13
3,96.13
4,96.13
5,96.13
6,96.13
7,96.13
8,96.13
9,96.13